Below is a molecular structure, C18H56F6N17O20S2Zn, with properties calculated with ωB97M-V/def2-TZVPD.

The multiplicity is 1. Its total energy is -6330.0473 hartree. As for the net charge: +1. The value obtained for the HOMO energy is -0.3990 Ha.

Each line ends with the Mulliken charge.
Positions of all 120 atoms, in Å:
Zn: 1.9382 1.1630 -1.4322  0.586
C: -1.6721 1.7874 0.5995  0.331
F: -1.4655 3.0489 0.8385  -0.171
F: -2.6548 1.3330 1.3436  -0.134
F: -1.9963 1.6111 -0.6967  -0.125
S: -0.1146 0.7731 0.9873  -0.247
O: 0.7930 1.7944 1.4435  -0.385
O: -0.5143 -0.2801 1.8871  0.541
N: 0.4131 0.2494 -0.5973  1.157
S: -0.5251 -0.9795 -1.0916  -0.436
O: -1.8102 -1.1897 -0.4946  -0.416
O: -0.4615 -1.0575 -2.5236  -0.615
C: 0.4599 -2.4753 -0.4843  0.569
F: -0.1679 -3.6235 -0.7759  -0.252
F: 1.6568 -2.5137 -1.0777  0.122
F: 0.6731 -2.4627 0.8275  -0.020
C: 2.6187 -0.9577 -3.8219  0.447
O: 2.4782 -0.2805 -2.7717  -0.575
N: 3.7274 -0.8762 -4.5954  -0.399
N: 1.7036 -1.8686 -4.1750  -0.139
H: 3.6587 -1.2819 -5.5100  0.177
H: 4.5319 -0.4047 -4.2290  0.235
H: 1.8643 -2.4385 -4.9849  0.202
H: 0.8073 -1.7021 -3.7237  0.146
C: -6.7068 2.4092 -1.9603  0.664
O: -6.6266 1.7142 -2.9815  -0.761
N: -7.8877 2.9216 -1.5587  -0.418
N: -5.7132 2.5940 -1.0517  -0.192
H: -8.6854 2.8186 -2.1607  0.228
H: -7.9918 3.3788 -0.6729  0.170
H: -5.9113 3.2382 -0.3141  0.236
H: -4.8345 2.2198 -1.3637  0.077
C: 4.6286 -4.1012 1.9151  0.297
O: 4.3104 -4.4394 3.0499  -0.711
N: 3.8669 -3.2931 1.1350  0.262
N: 5.7512 -4.5356 1.2757  -0.290
H: 4.0818 -3.1342 0.1631  0.090
H: 3.0052 -2.9118 1.4920  -0.253
H: 5.8716 -4.3410 0.2943  0.239
H: 6.4089 -5.1736 1.6831  0.168
C: 3.9951 0.5951 0.9474  0.355
O: 3.1523 0.3554 0.0563  0.252
N: 4.8104 -0.3729 1.4126  -0.198
N: 4.1952 1.7956 1.5059  -0.420
H: 5.4801 -0.1758 2.1330  0.203
H: 4.6908 -1.3507 1.1530  -0.085
H: 3.5913 2.5294 1.1699  0.119
H: 4.8683 2.0850 2.1901  0.188
C: -2.8150 0.2776 4.8294  0.671
O: -3.3448 1.2950 5.2666  -0.677
N: -3.2130 -0.4105 3.7297  -0.211
N: -1.8779 -0.4105 5.5676  -0.457
H: -4.0256 -0.1623 3.1965  0.213
H: -2.8211 -1.3172 3.5497  0.111
H: -1.5404 -1.2408 5.1038  0.219
H: -1.7989 -0.2365 6.5520  0.182
C: 5.7022 -2.6428 -1.2266  0.200
O: 5.9293 -3.8199 -0.9815  -0.699
N: 6.6539 -1.6710 -1.4482  -0.357
N: 4.4007 -2.2100 -1.3631  0.167
H: 6.3422 -0.8187 -1.8648  0.142
H: 7.6040 -1.9672 -1.3133  0.268
H: 3.7989 -3.0511 -1.4569  0.601
H: 4.1817 -1.2616 -1.5979  -0.310
C: -4.1342 -0.8642 -3.4041  0.506
O: -3.3975 -1.8475 -3.4898  -0.697
N: -3.7949 0.3796 -3.8389  -0.210
N: -5.2727 -0.9161 -2.6582  -0.332
H: -2.8616 0.4103 -4.2421  0.211
H: -4.4851 1.1139 -3.8052  0.232
H: -6.0611 -0.2925 -2.7648  0.245
H: -5.4934 -1.8844 -2.4756  0.227
C: 2.8542 -5.6034 -1.3941  0.632
O: 3.1176 -4.5254 -1.9487  -0.717
N: 3.8624 -6.4056 -0.9842  -0.455
N: 1.6045 -6.1103 -1.2458  -0.353
H: 3.6277 -7.0970 -0.2924  0.235
H: 4.7053 -5.8397 -0.9452  0.250
H: 0.7905 -5.7425 -1.6990  0.236
H: 1.5202 -7.0142 -0.8172  0.157
C: 0.8443 -2.8575 4.2215  -0.388
C: 1.8222 -1.7235 4.4351  -0.342
O: 2.0173 -0.9838 3.2391  -0.095
O: -0.4651 -2.3205 3.9621  -0.635
H: 0.7162 -3.5036 5.0892  0.466
H: 1.0886 -3.5011 3.3723  0.143
H: 2.7630 -2.0632 4.8718  0.387
H: 1.4005 -0.9991 5.1409  0.206
H: 1.7179 -0.0970 3.4747  -0.023
H: -0.3803 -1.9206 3.0788  0.125
C: -0.4481 1.3253 -5.0749  -0.421
C: -0.4738 2.1503 -3.8011  0.376
O: 0.9017 2.3065 -3.3811  -0.271
O: -1.7380 1.1171 -5.6477  -0.572
H: 0.1286 0.4276 -4.8379  0.162
H: 0.1517 1.8593 -5.8216  0.478
H: -1.0346 1.5777 -3.0627  -0.535
H: -0.8993 3.1490 -3.8950  0.537
H: 1.2472 3.0637 -3.8648  0.229
H: -1.6235 0.5842 -6.4411  0.324
C: -0.1016 3.5715 3.8213  -0.057
C: 0.0534 2.5235 4.9523  -0.363
O: 0.3009 1.1918 4.5536  -0.423
O: 1.1888 3.7927 3.2487  -0.612
H: -0.4983 4.4789 4.2754  0.485
H: -0.8602 3.2824 3.0891  -0.186
H: -0.8814 2.5178 5.5205  0.400
H: 0.8504 2.9561 5.5616  0.227
H: -0.4358 0.6495 4.8924  0.051
H: 1.4017 2.9413 2.8479  0.366
C: -5.3307 7.0947 -0.3987  -0.431
C: -5.1690 5.5823 -0.4978  -0.321
O: -4.7064 5.0977 0.7567  -0.503
O: -6.6362 7.3904 0.0838  -0.521
H: -5.0785 7.4826 -1.3928  0.364
H: -4.5760 7.5267 0.2651  0.221
H: -4.4887 5.3178 -1.3175  0.266
H: -6.0941 5.0937 -0.7908  0.236
H: -3.8179 5.4382 0.8880  0.286
H: -6.9071 8.1724 -0.4085  0.317

Force components x, y, z for each atom (eV/Å):
Zn 0.122 -1.693 -0.428
C -0.447 -1.562 -0.575
F 0.202 0.731 -0.087
F -0.027 0.125 0.065
F 0.047 0.467 0.245
S -0.224 -0.165 0.517
O 0.482 -0.677 -1.018
O 0.508 1.110 -1.550
N -2.058 0.624 2.730
S -0.538 -2.759 -0.811
O 0.906 1.115 0.302
O 0.514 0.564 0.006
C 0.390 -0.666 -0.111
F -0.197 0.760 -0.134
F -0.429 0.513 -0.033
F -0.206 0.310 -0.003
C 0.165 -0.602 -0.060
O 0.402 0.788 0.208
N -0.870 0.155 0.526
N 0.224 1.243 0.307
H 0.696 0.033 -0.077
H 0.131 0.048 -0.403
H -0.382 -0.215 0.073
H -0.226 -0.666 -0.201
C -0.588 -1.335 0.082
O 0.603 0.692 0.285
N -0.654 0.538 -0.172
N -0.391 -0.530 -1.307
H 0.049 -0.013 0.067
H -0.172 0.052 -0.002
H 0.983 -0.075 0.442
H 0.352 0.278 0.693
C 0.573 -1.649 0.843
O -0.037 0.486 -0.103
N -0.567 0.864 -0.187
N 0.139 -0.448 1.323
H -0.303 -0.216 0.785
H 0.031 -0.210 0.189
H 0.090 -0.144 0.613
H -0.387 -0.022 0.663
C 2.043 -1.070 1.566
O -0.620 0.824 -1.210
N -0.322 0.011 -0.667
N -1.217 1.413 -0.942
H -0.105 0.042 0.153
H -0.299 0.141 0.083
H 0.012 0.059 0.222
H 0.170 -0.569 0.128
C -1.774 0.065 1.939
O 0.485 -0.144 -0.890
N 0.227 -0.139 -0.690
N 0.504 0.335 -1.022
H 0.056 0.382 0.163
H -0.037 -0.049 -0.050
H 0.514 -0.419 0.722
H -0.088 -0.021 -0.004
C -0.817 1.589 -1.579
O 0.817 0.877 -2.177
N -0.644 -1.511 0.733
N 1.566 -1.161 -0.057
H 0.573 0.268 0.018
H 0.179 0.477 -0.279
H -0.415 0.789 -0.814
H -0.468 -0.045 0.040
C 0.528 0.015 1.009
O -0.136 0.514 -0.461
N 0.558 -0.644 0.008
N -0.727 -1.094 0.193
H -0.897 0.543 -0.276
H 0.222 0.147 -0.214
H 0.305 0.279 -0.204
H -0.244 0.155 0.138
C -0.139 0.360 -1.009
O -0.723 -0.409 0.048
N 0.002 0.476 0.052
N 0.107 -0.220 0.315
H 0.617 -0.011 0.189
H 0.148 -0.689 0.441
H 0.150 0.346 -0.052
H -0.197 -0.044 -0.097
C -0.624 -0.042 -0.042
C -0.134 0.135 0.720
O 0.298 0.036 -0.278
O 0.139 0.046 -0.752
H 0.332 0.138 0.139
H 0.470 0.055 0.093
H 0.136 -0.229 -0.325
H -0.130 -0.453 0.294
H -0.153 0.165 -0.283
H -0.250 0.068 0.385
C 0.505 0.664 -1.093
C -0.515 -0.403 -0.106
O 0.309 -0.243 0.884
O 0.741 0.029 0.741
H -0.455 -0.369 -0.001
H 0.170 0.139 0.063
H 0.229 0.227 0.315
H -0.233 -0.147 -0.195
H 0.208 -0.034 0.108
H -0.131 -0.037 0.019
C 0.239 -1.093 0.717
C -1.186 1.184 -0.004
O 0.552 0.067 -0.493
O -0.462 0.214 -0.184
H 0.459 0.221 0.030
H 0.217 -0.220 -0.122
H 0.063 0.212 0.177
H 0.167 -0.507 0.212
H 0.191 -0.049 -0.087
H 0.076 0.182 0.014
C 0.017 -0.622 -0.546
C 0.821 0.823 0.231
O -0.322 -0.895 -0.216
O 0.395 0.449 -0.703
H -0.661 0.379 -0.044
H 0.048 -0.206 0.174
H 0.280 0.090 0.164
H -0.285 0.307 0.436
H 0.001 -0.006 0.087
H -0.339 0.010 0.301